{
  "formula": "C12H36BF4O12Tl",
  "method": "ωB97M-V with the def2-TZVPD basis set",
  "homo_energy_ev": -14.82,
  "gap_ev": 1.9,
  "molar_mass_g_mol": 663.60,
  "charge": 2,
  "e_above_lowest_kj_mol": 97.44,
  "total_energy_ha": -1977.7934,
  "elements": ["H", "H", "O", "H", "C", "H", "H", "H", "H", "C", "C", "H", "H", "O", "C", "C", "F", "H", "C", "O", "H", "O", "H", "H", "H", "O", "H", "O", "H", "O", "H", "H", "O", "H", "C", "H", "C", "C", "C", "C", "O", "H", "Tl", "H", "H", "H", "H", "H", "H", "H", "H", "H", "H", "F", "C", "O", "O", "B", "H", "H", "H", "H", "F", "O", "H", "F"],
  "coordinates": [[-2.11, 4.32, -1.48], [-0.78, 4.64, 2.16], [2.48, 1.19, 0.48], [-0.44, 1.53, 0.92], [-1.56, 3.71, -2.19], [-2.05, -3.53, -0.08], [1.46, -6.23, 1.68], [3.53, 0.86, 2.14], [1.64, 3.28, -2.42], [-4.03, -2.80, 0.09], [2.91, -0.64, -3.11], [-2.88, -1.20, 0.14], [-3.15, -4.77, 0.06], [2.39, 0.63, -3.44], [-1.56, 2.40, 2.30], [1.05, -4.05, 1.91], [0.36, 0.20, -1.32], [3.91, 3.07, 2.85], [3.54, 2.92, 1.83], [-0.56, 2.40, 1.33], [-4.99, -3.07, 0.54], [-2.63, -3.96, 1.86], [2.99, 1.30, -3.10], [0.14, 3.67, -0.87], [1.96, 1.44, 2.50], [-0.35, -5.81, 2.80], [0.11, 5.04, -1.98], [-0.06, -3.23, 1.91], [4.31, 2.95, 1.06], [-1.88, 2.33, -2.11], [2.58, 4.65, 2.22], [-2.35, 2.08, -1.31], [-3.79, -1.46, 0.39], [0.42, -2.50, -3.76], [0.61, -5.57, 1.81], [1.72, -3.70, 1.12], [2.78, 1.61, 1.80], [-2.42, 3.68, 2.11], [2.26, -1.80, -3.90], [-0.10, 3.97, -1.90], [-1.66, 4.83, 2.50], [3.98, -0.67, -3.34], [-0.46, 0.70, -4.13], [-4.23, -2.91, -0.98], [-1.69, 4.02, -3.23], [2.57, -2.77, -3.51], [0.31, -2.33, 1.89], [2.75, -0.80, -2.04], [-2.21, -3.13, 2.13], [-1.02, 2.54, 3.25], [-2.80, 3.79, 1.09], [2.11, 0.30, 0.55], [-2.06, 1.45, 2.52], [0.25, -0.76, 0.76], [-2.95, -3.79, 0.50], [0.84, -1.66, -3.93], [0.74, 3.15, -2.71], [-0.36, -0.65, -0.53], [1.69, -4.14, 2.81], [-0.99, -5.11, 2.60], [-3.33, 3.72, 2.71], [2.62, -1.62, -4.91], [-0.51, -1.88, -1.16], [2.58, 3.94, 1.57], [0.04, -5.62, 0.86], [-1.70, -0.14, -0.37]]
}